A) Below is 2 unconnected molecules or ions with the total composition CH2N2P2, with properties calculated with wB97M-V/def2-TZVPD.

Geometry (Å):
C -1.306 1.996 0.441
N -0.848 2.741 1.200
N 0.788 -1.606 0.291
P 0.230 -2.788 1.042
P 1.149 -0.447 -0.732
H 1.609 -1.385 -1.787
H -1.622 1.489 -0.454

Output
HOMO-LUMO gap (alpha / beta): 6.56 / 6.52 eV
spin multiplicity: 1
total charge: 0
highest occupied orbital energy (alpha / beta): -7.57 / -7.57 eV


B) Below is 2 unconnected molecules or ions with the total composition CH2N2P2, with properties calculated with wB97M-V/def2-TZVPD.

Geometry (Å):
C 0.647 1.510 -0.531
N -0.293 1.705 0.132
N -1.008 -1.137 0.133
P -2.232 -0.275 0.408
P 0.212 -2.120 0.112
H 1.111 -1.033 0.760
H 1.564 1.350 -1.014

Output
HOMO-LUMO gap: 6.67 eV
spin multiplicity: 1
total charge: 0
highest occupied orbital energy: -7.17 eV


It is A) that is the most stable of them.


A) Below is a molecular structure, C16H18BHfN6, with properties calculated with wB97M-V/def2-TZVPD.

Geometry (Å):
Hf -0.439 -0.384 -0.004
C -0.490 -1.853 3.515
C -1.037 -1.777 2.131
C -2.123 -0.915 1.826
C -2.829 -1.031 0.615
C -2.437 -1.985 -0.343
C -1.321 -2.803 -0.088
C -0.616 -2.681 1.124
H -1.121 -2.549 4.082
H -0.529 -0.900 4.041
H 0.523 -2.250 3.552
H -2.534 -0.298 2.617
H -3.763 -0.495 0.485
H -3.087 -2.201 -1.183
H -1.099 -3.632 -0.751
H 0.132 -3.427 1.368
C -0.246 0.211 -4.266
C -0.827 -0.515 -3.257
N -0.345 -0.101 -2.050
N 0.560 0.908 -2.313
C 0.622 1.097 -3.628
B 1.345 1.659 -1.197
N 2.175 0.619 -0.386
C 3.492 0.578 -0.211
C 3.822 -0.523 0.581
C 2.627 -1.132 0.866
N 1.603 -0.445 0.283
N 0.323 2.332 -0.235
C 0.198 3.623 0.059
C -0.851 3.794 0.964
C -1.341 2.532 1.190
N -0.632 1.621 0.463
H -0.421 0.117 -5.325
H -1.557 -1.304 -3.338
H 1.272 1.844 -4.060
H 2.059 2.471 -1.672
H 4.144 1.321 -0.648
H 4.806 -0.828 0.899
H 2.455 -2.021 1.453
H 0.848 4.367 -0.378
H -1.201 4.718 1.392
H -2.160 2.240 1.827

Output
HOMO-LUMO gap: 7.71 eV
spin multiplicity: 1
total charge: +3
highest occupied orbital energy: -19.36 eV


B) Below is a molecular structure, C16H18BHfN6, with properties calculated with wB97M-V/def2-TZVPD.

Geometry (Å):
Hf -0.276 -0.479 -0.241
C -3.894 -0.062 0.750
C -2.882 -0.897 0.028
C -2.604 -0.687 -1.344
C -1.775 -1.557 -2.062
C -1.144 -2.634 -1.416
C -1.377 -2.837 -0.050
C -2.209 -1.958 0.668
H -4.869 -0.530 0.578
H -3.939 0.955 0.363
H -3.719 -0.042 1.824
H -3.113 0.116 -1.864
H -1.634 -1.409 -3.127
H -0.542 -3.334 -1.981
H -0.930 -3.684 0.457
H -2.406 -2.155 1.715
C 3.793 -1.852 -0.782
C 2.476 -2.189 -0.891
N 1.685 -1.143 -0.500
N 2.550 -0.112 -0.132
C 3.794 -0.536 -0.301
B 2.047 1.284 0.387
N 1.171 1.061 1.674
C 1.359 1.533 2.897
C 0.340 1.083 3.749
C -0.465 0.315 2.961
N 0.015 0.280 1.681
N 1.153 1.946 -0.724
C 1.325 3.100 -1.352
C 0.293 3.299 -2.281
C -0.503 2.198 -2.167
N -0.004 1.347 -1.220
H 4.651 -2.462 -1.013
H 2.030 -3.113 -1.222
H 4.622 0.121 -0.069
H 2.972 1.984 0.639
H 2.211 2.166 3.104
H 0.226 1.299 4.799
H -1.363 -0.224 3.218
H 2.175 3.722 -1.110
H 0.165 4.143 -2.940
H -1.405 1.947 -2.703

Output
HOMO-LUMO gap: 7.83 eV
spin multiplicity: 1
total charge: +3
highest occupied orbital energy: -19.36 eV


It is B) that is the most stable of them.


A) Below is C10H10N4O2S in the gas phase, with properties calculated with wB97M-V/def2-TZVPD.

Geometry (Å):
N 2.785 0.784 -1.534
N 1.672 1.650 -1.776
C 0.523 1.781 -1.017
C 0.177 0.905 0.185
C -1.200 1.275 0.734
O -1.641 0.447 1.849
C -1.311 -0.871 1.738
C -1.894 -1.794 2.652
C -1.591 -3.151 2.563
C -0.696 -3.608 1.566
C -0.123 -2.700 0.672
C -0.405 -1.351 0.757
O 0.223 -0.506 -0.120
N -0.245 2.748 -1.504
N 0.387 3.218 -2.609
C 1.527 2.486 -2.835
S 2.490 2.552 -4.177
H 3.602 1.020 -2.102
H 2.491 -0.179 -1.674
H 0.933 1.133 0.895
H -1.209 2.311 1.086
H -1.937 1.130 -0.072
H -2.542 -1.395 3.443
H -2.043 -3.877 3.237
H -0.459 -4.663 1.516
H 0.573 -3.089 -0.106
H -0.085 3.743 -3.368

Output
HOMO-LUMO gap: 8.88 eV
spin multiplicity: 1
total charge: 0
highest occupied orbital energy: -8.24 eV


B) Below is C10H10N4O2S in the gas phase, with properties calculated with wB97M-V/def2-TZVPD.

Geometry (Å):
C -3.679 -0.645 -3.027
S -2.805 0.762 -2.246
C -1.448 0.051 -1.425
N -1.083 -1.188 -1.738
C -0.100 -1.761 -1.043
C 0.226 -3.188 -1.318
C 0.505 -1.118 -0.012
C 0.221 0.210 0.156
N 0.878 0.982 1.125
C 0.253 2.107 1.664
C 0.917 2.928 2.581
C 2.226 2.509 3.057
O 2.782 3.021 3.984
N 2.769 1.363 2.555
C 2.173 0.755 1.508
O 2.937 0.014 0.939
N -0.803 0.784 -0.498
H -4.621 -0.319 -3.469
H -3.875 -1.428 -2.306
H -3.061 -1.099 -3.834
H -0.551 -3.757 -0.811
H 0.250 -3.400 -2.422
H 1.173 -3.410 -0.889
H 1.274 -1.641 0.534
H -0.794 2.288 1.397
H 0.481 3.816 3.018
H 3.755 1.364 2.522

Output
HOMO-LUMO gap: 8.95 eV
spin multiplicity: 1
total charge: 0
highest occupied orbital energy: -8.92 eV


It is B) that is the most stable of them.


A) Below is 2 unconnected molecules or ions with the total composition C2H5NO4, with properties calculated with wB97M-V/def2-TZVPD.

Geometry (Å):
O 1.141 -0.745 0.950
C -0.018 -0.473 1.189
N -0.680 0.618 0.729
C -0.224 1.627 -0.168
O -0.973 2.459 -0.576
O 1.083 1.576 -0.394
H -0.680 -1.090 1.813
H -1.627 0.792 1.034
H 1.510 0.860 0.112
O -0.140 -1.623 -1.566
H -0.117 -2.498 -1.966
H 0.726 -1.504 -1.156

Output
HOMO-LUMO gap: 11.71 eV
spin multiplicity: 1
total charge: 0
highest occupied orbital energy: -11.19 eV


B) Below is 2 unconnected molecules or ions with the total composition C2H5NO4, with properties calculated with wB97M-V/def2-TZVPD.

Geometry (Å):
C 0.541 -0.856 -1.215
C -0.468 -0.534 -0.136
O -1.604 -0.957 -0.080
H 0.036 -0.642 1.060
H 1.507 -0.403 -1.012
H 0.636 -1.940 -1.274
H 0.158 -0.475 -2.162
O -0.476 1.134 0.106
O 0.839 1.685 -0.073
N -0.379 0.241 2.154
O -1.482 0.152 2.407
H 0.692 2.594 0.226

Output
HOMO-LUMO gap: 8.47 eV
spin multiplicity: 1
total charge: 0
highest occupied orbital energy: -9.43 eV


C) Below is 2 unconnected molecules or ions with the total composition C2H5NO4, with properties calculated with wB97M-V/def2-TZVPD.

Geometry (Å):
O -0.560 -0.145 2.370
C -0.709 -0.511 1.242
N 0.605 -0.681 0.514
C 0.974 -1.294 -0.736
O 1.934 -1.082 -1.349
O -0.096 -1.789 -1.186
H -1.641 -0.644 0.543
H 1.365 -0.160 1.026
H 0.077 -2.099 -2.123
O -1.568 4.128 -0.511
H -2.093 4.854 -0.849
H -1.213 4.747 0.184

Output
HOMO-LUMO gap: 10.90 eV
spin multiplicity: 1
total charge: 0
highest occupied orbital energy: -10.35 eV


It is A) that is the most stable of them.


A) Below is a molecular structure, C30H28F5N6S2Tl, with properties calculated with wB97M-V/def2-TZVPD.

Geometry (Å):
Tl 0.599 -0.507 0.191
C -1.601 -0.686 3.404
N -0.854 -1.618 2.596
C 0.062 -2.498 3.286
C 1.463 -1.956 3.248
N 1.848 -0.948 2.522
C 3.219 -0.836 2.730
C 4.134 0.061 2.187
C 5.455 -0.063 2.573
C 5.863 -1.052 3.479
C 4.964 -1.949 4.026
C 3.640 -1.820 3.630
N 2.487 -2.518 3.954
C -1.887 0.580 2.651
N -1.082 1.137 1.799
C -1.718 2.303 1.391
C -1.296 3.284 0.497
C -2.157 4.335 0.250
C -3.413 4.419 0.872
C -3.839 3.461 1.773
C -2.963 2.411 2.022
N -3.043 1.290 2.833
H -2.547 -1.094 3.790
H -0.998 -0.420 4.277
H -1.399 -2.121 1.908
H -0.228 -2.680 4.330
H 0.061 -3.469 2.786
H 3.813 0.819 1.483
H 6.195 0.614 2.167
H 6.907 -1.116 3.755
H 5.284 -2.713 4.723
H 2.421 -3.331 4.540
H -0.328 3.223 0.015
H -1.860 5.112 -0.442
H -4.059 5.257 0.646
H -4.804 3.532 2.258
H -3.801 1.038 3.442
F -0.602 -3.618 -5.665
C -0.418 -3.592 -4.341
C -1.420 -4.012 -3.486
F -2.581 -4.448 -3.986
C -1.228 -3.951 -2.117
F -2.259 -4.322 -1.339
C -0.045 -3.497 -1.530
S 0.180 -3.443 0.198
C 0.940 -3.086 -2.432
F 2.115 -2.630 -1.978
C 0.768 -3.124 -3.804
F 1.742 -2.704 -4.618
C 3.484 3.435 -2.100
S 2.213 2.556 -1.173
C 1.119 2.111 -2.533
H 3.059 4.295 -2.619
H 3.964 2.774 -2.821
H 4.231 3.786 -1.391
H 1.595 1.393 -3.201
H 0.820 2.998 -3.091
H 0.226 1.654 -2.109
N -2.422 -0.764 -0.638
C -2.357 0.043 -1.784
C -1.717 -0.419 -2.934
C -1.616 0.390 -4.054
C -2.132 1.679 -4.045
C -2.755 2.145 -2.895
C -2.872 1.338 -1.774
H -2.447 -1.760 -0.808
H -3.118 -0.466 0.028
H -1.302 -1.417 -2.942
H -1.123 0.006 -4.940
H -2.050 2.309 -4.920
H -3.160 3.149 -2.867
H -3.368 1.711 -0.885

Output
HOMO-LUMO gap: 7.30 eV
spin multiplicity: 1
total charge: 0
highest occupied orbital energy: -7.07 eV


B) Below is a molecular structure, C30H28F5N6S2Tl, with properties calculated with wB97M-V/def2-TZVPD.

Geometry (Å):
Tl 2.172 0.941 0.038
C -1.110 0.689 -1.482
N -0.526 0.290 -0.216
C -1.361 0.571 0.932
C -1.175 1.976 1.411
N -0.144 2.729 1.156
C -0.354 3.895 1.884
C 0.435 5.038 1.989
C -0.015 6.059 2.803
C -1.228 5.959 3.500
C -2.026 4.834 3.404
C -1.562 3.810 2.586
N -2.073 2.568 2.253
C -0.127 0.490 -2.592
N 1.159 0.673 -2.478
C 1.691 0.384 -3.729
C 3.014 0.384 -4.162
C 3.258 0.018 -5.472
C 2.214 -0.340 -6.338
C 0.896 -0.343 -5.923
C 0.661 0.026 -4.604
N -0.494 0.110 -3.846
H -1.361 1.754 -1.424
H -2.039 0.148 -1.713
H -0.232 -0.684 -0.228
H -1.059 -0.101 1.740
H -2.427 0.379 0.746
H 1.369 5.111 1.447
H 0.577 6.959 2.907
H -1.547 6.781 4.127
H -2.961 4.759 3.942
H -2.924 2.153 2.590
H 3.818 0.647 -3.487
H 4.275 -0.005 -5.838
H 2.449 -0.633 -7.353
H 0.095 -0.637 -6.589
H -1.415 -0.182 -4.124
F 1.916 -3.542 -5.589
C 1.910 -3.186 -4.301
C 0.717 -2.998 -3.630
F -0.446 -3.144 -4.284
C 0.726 -2.637 -2.298
F -0.480 -2.455 -1.713
C 1.894 -2.439 -1.564
S 1.891 -2.005 0.131
C 3.076 -2.620 -2.283
F 4.257 -2.428 -1.686
C 3.095 -2.988 -3.617
F 4.258 -3.142 -4.257
C 3.089 0.985 3.614
S 1.666 -0.052 3.232
C 0.419 0.854 4.164
H 2.928 2.006 3.267
H 3.947 0.565 3.091
H 3.293 0.986 4.684
H 0.666 0.862 5.226
H -0.525 0.327 4.029
H 0.327 1.879 3.802
N -0.569 -2.295 2.501
C -1.881 -2.735 2.385
C -2.504 -2.767 1.134
C -3.838 -3.124 1.022
C -4.581 -3.460 2.146
C -3.961 -3.440 3.389
C -2.629 -3.080 3.513
H -0.025 -2.277 1.642
H -0.041 -2.649 3.283
H -1.922 -2.543 0.247
H -4.298 -3.154 0.042
H -5.620 -3.744 2.055
H -4.521 -3.709 4.276
H -2.157 -3.063 4.489

Output
HOMO-LUMO gap: 7.55 eV
spin multiplicity: 1
total charge: 0
highest occupied orbital energy: -7.24 eV


It is B) that is the most stable of them.